DFT (ωB97M-V/def2-TZVPD) results for 9 unconnected molecules or ions with the total composition C79H168F6N7O6S2 at a distorted geometry.

Each atom is followed by the atoms it is bonded to, with distances in Å.
Cartesian coordinates (Å):
1 S 8.839 6.414 -5.379  O10 1.486, O12 1.472, O14 1.471, C68 1.951
2 S 13.519 13.389 -10.336  O9 1.475, O11 1.425, O13 1.441, C54 1.985
3 F 15.700 12.090 -10.040  C54 1.322
4 F 8.710 8.412 -7.111  C68 1.271
5 F 13.884 10.917 -9.418  C54 1.338
6 F 6.730 7.678 -6.543  C68 1.366
7 F 7.871 8.868 -5.177  C68 1.306
8 F 14.370 11.068 -11.555  C54 1.344
9 O 14.215 14.184 -11.365  S2 1.475
10 O 8.000 6.084 -4.198  S1 1.486
11 O 12.231 12.947 -10.757  S2 1.425
12 O 8.702 5.424 -6.459  S1 1.472
13 O 13.612 13.922 -9.000  S2 1.441
14 O 10.186 6.861 -4.991  S1 1.471
15 N 14.610 13.008 -0.812  C36 1.618, C52 1.532, C55 1.569, C82 1.532
16 N 22.292 10.985 -23.154  C27 1.551, C32 1.578, C47 1.586, C80 1.509
17 N 6.914 18.777 -6.351  C34 1.545, C90 1.591, C96 1.544, C98 1.543
18 N 8.115 9.216 -15.956  C37 1.561, C63 1.515, C76 1.539, C85 1.571
19 N 20.081 22.457 -6.581  C29 1.591, C49 1.568, C75 1.581, C78 1.602
20 N 15.906 -1.767 -11.978  C23 1.549, C39 1.566, C53 1.506, C79 1.600
21 N 27.530 12.683 -13.234  C45 1.557, C86 1.562, C89 1.514, C95 1.576
22 C 25.429 13.669 -12.547  C71 1.537, C89 1.557, H106 1.090, H264 1.090
23 C 15.761 -0.225 -11.998  N20 1.549, C67 1.580, H108 1.090, H236 1.090
24 C 4.688 15.586 -6.904  C46 1.543, C66 1.504, H105 1.090, H238 1.090
25 C 6.343 19.505 -4.089  C69 1.580, C96 1.509, H103 1.090, H185 1.090
26 C 13.324 -2.098 -11.586  C43 1.531, C79 1.537, H128 1.090, H195 1.090
27 C 21.453 9.680 -23.175  N16 1.551, C74 1.543, H182 1.090, H213 1.090
28 C 8.521 6.721 -15.997  C48 1.511, C85 1.596, H120 1.090, H121 1.090
29 C 20.440 21.526 -5.341  N19 1.591, C38 1.544, H199 1.090, H254 1.090
30 C 20.725 12.389 -21.674  C41 1.504, C47 1.528, H139 1.090, H234 1.090
31 C 28.841 12.751 -15.381  C45 1.530, C51 1.562, H136 1.090, H147 1.090
32 C 22.104 11.946 -24.392  N16 1.578, C72 1.586, H170 1.090, H198 1.090
33 C 10.700 12.838 0.057  C59 1.576, C65 1.557, H210 1.090, H229 1.090
34 C 8.243 18.939 -5.578  N17 1.545, C69 1.502, H237 1.090, H267 1.090
35 C 18.599 20.904 -7.915  C77 1.558, C78 1.518, H152 1.090, H228 1.090
36 C 14.794 11.675 -1.710  N15 1.618, C50 1.517, H246 1.090, H253 1.090
37 C 8.346 8.700 -14.500  N18 1.561, C48 1.506, H137 1.090, H142 1.090
38 C 21.905 21.040 -5.362  C29 1.544, C42 1.503, H133 1.090, H135 1.090
39 C 17.266 -2.237 -11.359  N20 1.566, C73 1.479, H143 1.090, H257 1.090
40 C 17.453 -2.114 -13.707  C53 1.457, C73 1.439, H145 1.090, H176 1.090
41 C 20.511 13.107 -20.369  C30 1.504, C64 1.524, H115 1.090, H265 1.090
42 C 22.325 20.479 -4.032  C38 1.503, H150 1.090, H179 1.090, H202 1.090
43 C 12.096 -2.817 -11.022  C26 1.531, C94 1.513, H174 1.090, H235 1.090
44 C 21.987 26.651 -7.050  C93 1.552, H130 1.090, H165 1.090, H171 1.090
45 C 28.145 11.826 -14.380  N21 1.557, C31 1.530, H110 1.090, H149 1.090
46 C 4.320 15.166 -5.466  C24 1.543, H163 1.090, H186 1.090, H223 1.090
47 C 22.133 11.812 -21.809  N16 1.586, C30 1.528, H183 1.090, H256 1.090
48 C 8.626 7.222 -14.575  C28 1.511, C37 1.506, H118 1.090, H231 1.090
49 C 18.609 22.966 -6.396  N19 1.568, C77 1.560, H126 1.090, H224 1.090
50 C 16.266 11.798 -2.053  C36 1.517, C62 1.583, H153 1.090, H156 1.090
51 C 29.684 12.100 -16.523  C31 1.562, C58 1.518, H131 1.090, H218 1.090
52 C 15.469 14.044 -1.546  N15 1.532, C62 1.513, H134 1.090, H203 1.090
53 C 16.043 -2.291 -13.383  N20 1.506, C40 1.457, H141 1.090, H193 1.090
54 C 14.490 11.658 -10.353  S2 1.985, F3 1.322, F5 1.338, F8 1.344
55 C 13.100 13.432 -0.865  N15 1.569, C65 1.560, H201 1.090, H222 1.090
56 C 7.995 18.801 -8.783  C61 1.535, C90 1.510, H116 1.090, H219 1.090
57 C 21.017 24.733 -5.600  C75 1.573, C93 1.513, H200 1.090, H230 1.090
58 C 29.696 12.841 -17.848  C51 1.518, H114 1.090, H124 1.090, H244 1.090
59 C 9.781 11.642 0.514  C33 1.576, H178 1.090, H194 1.090, H216 1.090
60 C 30.879 14.105 -11.606  C81 1.480, H148 1.090, H226 1.090, H247 1.090
61 C 7.996 19.320 -10.228  C56 1.535, H188 1.090, H189 1.090, H212 1.090
62 C 16.353 13.306 -2.528  C50 1.583, C52 1.513, H158 1.090, H250 1.090
63 C 9.421 9.905 -16.294  N18 1.515, C88 1.537, H211 1.090, H239 1.090
64 C 19.952 12.165 -19.311  C41 1.524, H104 1.090, H151 1.090, H233 1.090
65 C 12.172 12.388 -0.169  C33 1.557, C55 1.560, H191 1.090, H225 1.090
66 C 5.102 17.018 -7.106  C24 1.504, C98 1.513, H117 1.090, H221 1.090
67 C 15.425 0.410 -10.590  C23 1.580, C83 1.521, H209 1.090, H252 1.090
68 C 7.996 7.999 -6.144  S1 1.951, F4 1.271, F6 1.366, F7 1.306
69 C 7.846 19.018 -4.132  C25 1.580, C34 1.502, H138 1.090, H248 1.090
70 C 22.887 13.896 -25.742  C72 1.501, H107 1.090, H172 1.090, H227 1.090
71 C 25.599 12.455 -11.620  C22 1.537, C95 1.570, H146 1.090, H266 1.090
72 C 22.920 13.306 -24.362  C32 1.586, C70 1.501, H119 1.090, H261 1.090
73 C 18.167 -2.467 -12.509  C39 1.479, C40 1.439, H132 1.090, H187 1.090
74 C 22.225 8.674 -24.053  C27 1.543, C92 1.500, H160 1.090, H207 1.090
75 C 20.905 23.779 -6.845  N19 1.581, C57 1.573, H113 1.090, H162 1.090
76 C 6.864 10.113 -15.988  N18 1.539, C100 1.569, H166 1.090, H240 1.090
77 C 17.806 21.704 -6.839  C35 1.558, C49 1.560, H204 1.090, H243 1.090
78 C 19.910 21.666 -7.964  N19 1.602, C35 1.518, H127 1.090, H140 1.090
79 C 14.744 -2.481 -11.142  N20 1.600, C26 1.537, H168 1.090, H206 1.090
80 C 23.679 10.393 -23.190  N16 1.509, C92 1.533, H190 1.090, H192 1.090
81 C 29.888 13.129 -12.110  C60 1.480, C86 1.568, H123 1.090, H175 1.090
82 C 15.104 12.735 0.612  N15 1.532, C84 1.604, H111 1.090, H215 1.090
83 C 15.510 1.929 -10.579  C67 1.521, H144 1.090, H214 1.090, H220 1.090
84 C 14.747 13.790 1.767  C82 1.604, C99 1.570, H129 1.090, H154 1.090
85 C 7.707 7.897 -16.706  N18 1.571, C28 1.596, H157 1.090, H262 1.090
86 C 28.496 13.702 -12.549  N21 1.562, C81 1.568, H197 1.090, H241 1.090
87 C 10.496 11.375 -19.741  C91 1.502, H109 1.090, H167 1.090, H169 1.090
88 C 9.436 10.278 -17.785  C63 1.537, C91 1.516, H249 1.090, H258 1.090
89 C 26.348 13.453 -13.785  N21 1.514, C22 1.557, H159 1.090, H242 1.090
90 C 7.038 19.429 -7.797  N17 1.591, C56 1.510, H101 1.090, H268 1.090
91 C 10.723 10.838 -18.357  C87 1.502, C88 1.516, H205 1.090, H245 1.090
92 C 23.643 9.160 -24.100  C74 1.500, C80 1.533, H161 1.090, H177 1.090
93 C 22.088 25.788 -5.764  C44 1.552, C57 1.513, H102 1.090, H255 1.090
94 C 10.853 -1.966 -11.157  C43 1.513, H208 1.090, H251 1.090, H260 1.090
95 C 26.944 11.787 -12.078  N21 1.576, C71 1.570, H155 1.090, H173 1.090
96 C 5.983 19.704 -5.541  N17 1.544, C25 1.509, H181 1.090, H259 1.090
97 C 5.745 12.317 -15.221  C100 1.593, H112 1.090, H122 1.090, H180 1.090
98 C 6.393 17.324 -6.379  N17 1.543, C66 1.513, H125 1.090, H263 1.090
99 C 15.095 13.080 3.123  C84 1.570, H164 1.090, H196 1.090, H217 1.090
100 C 7.105 11.488 -15.273  C76 1.569, C97 1.593, H184 1.090, H232 1.090
101 H 7.258 20.493 -7.710  C90 1.090
102 H 22.983 25.166 -5.724  C93 1.090
103 H 6.048 20.410 -3.557  C25 1.090
104 H 19.070 11.585 -19.581  C64 1.090
105 H 5.461 14.900 -7.249  C24 1.090
106 H 25.652 14.573 -11.981  C22 1.090
107 H 21.921 13.902 -26.247  C70 1.090
108 H 16.728 0.114 -12.369  C23 1.090
109 H 10.180 12.409 -19.596  C87 1.090
110 H 27.381 11.165 -14.789  C45 1.090
111 H 16.189 12.717 0.514  C82 1.090
112 H 5.373 12.704 -16.169  C97 1.090
113 H 20.736 24.241 -7.818  C75 1.090
114 H 30.530 12.535 -18.479  C58 1.090
115 H 21.373 13.700 -20.061  C41 1.090
116 H 8.958 18.832 -8.273  C56 1.090
117 H 4.445 17.796 -6.717  C66 1.090
118 H 9.550 6.866 -14.120  C48 1.090
119 H 22.367 13.945 -23.674  C72 1.090
120 H 8.055 5.753 -16.181  C28 1.090
121 H 9.462 6.743 -16.546  C28 1.090
122 H 4.961 11.651 -14.863  C97 1.090
123 H 29.728 12.370 -11.343  C81 1.090
124 H 30.066 13.846 -17.644  C58 1.090
125 H 7.264 16.744 -6.684  C98 1.090
126 H 18.370 23.188 -5.356  C49 1.090
127 H 20.768 20.994 -8.015  C78 1.090
128 H 13.232 -1.040 -11.340  C26 1.090
129 H 15.327 14.702 1.630  C84 1.090
130 H 22.838 27.331 -7.030  C44 1.090
131 H 29.290 11.105 -16.731  C51 1.090
132 H 18.289 -3.547 -12.579  C73 1.090
133 H 22.635 21.785 -5.677  C38 1.090
134 H 14.823 14.813 -1.968  C52 1.090
135 H 22.183 20.324 -6.136  C38 1.090
136 H 29.569 13.313 -14.796  C31 1.090
137 H 7.504 8.987 -13.871  C37 1.090
138 H 8.425 19.705 -3.515  C69 1.090
139 H 20.478 13.137 -22.428  C30 1.090
140 H 19.815 22.380 -8.781  C78 1.090
141 H 15.799 -3.352 -13.331  C53 1.090
142 H 9.151 9.280 -14.047  C37 1.090
143 H 17.024 -3.140 -10.798  C39 1.090
144 H 15.068 2.260 -9.639  C83 1.090
145 H 17.682 -2.763 -14.553  C40 1.090
146 H 24.821 11.743 -11.898  C71 1.090
147 H 28.132 13.447 -15.829  C31 1.090
148 H 30.830 14.234 -10.524  C60 1.090
149 H 28.802 11.227 -13.750  C45 1.090
150 H 21.756 19.616 -3.688  C42 1.090
151 H 19.554 12.858 -18.570  C64 1.090
152 H 18.804 19.874 -7.622  C35 1.090
153 H 16.385 11.036 -2.823  C50 1.090
154 H 13.706 14.114 1.761  C84 1.090
155 H 26.847 10.771 -12.459  C95 1.090
156 H 16.987 11.589 -1.263  C50 1.090
157 H 7.652 7.942 -17.794  C85 1.090
158 H 17.370 13.697 -2.569  C62 1.090
159 H 26.470 14.458 -14.189  C89 1.090
160 H 21.747 8.832 -25.020  C74 1.090
161 H 23.987 9.430 -25.099  C92 1.090
162 H 21.900 23.357 -6.989  C75 1.090
163 H 3.878 14.176 -5.578  C46 1.090
164 H 14.940 13.701 4.006  C99 1.090
165 H 22.050 26.119 -8.000  C44 1.090
166 H 6.074 9.598 -15.443  C76 1.090
167 H 11.482 11.360 -20.205  C87 1.090
168 H 15.005 -3.539 -11.155  C79 1.090
169 H 9.726 10.932 -20.373  C87 1.090
170 H 21.029 12.103 -24.478  C32 1.090
171 H 21.084 27.254 -6.956  C44 1.090
172 H 23.268 14.917 -25.737  C70 1.090
173 H 27.564 11.586 -11.204  C95 1.090
174 H 11.900 -3.820 -11.401  C43 1.090
175 H 30.396 12.743 -12.993  C81 1.090
176 H 17.600 -1.047 -13.871  C40 1.090
177 H 24.327 8.402 -23.719  C92 1.090
178 H 9.974 11.332 1.541  C59 1.090
179 H 23.400 20.448 -3.854  C42 1.090
180 H 5.939 13.193 -14.601  C97 1.090
181 H 4.919 19.477 -5.618  C96 1.090
182 H 21.285 9.337 -22.154  C27 1.090
183 H 22.407 11.131 -21.004  C47 1.090
184 H 7.565 11.431 -14.286  C100 1.090
185 H 5.735 18.742 -3.602  C25 1.090
186 H 3.647 15.702 -4.797  C46 1.090
187 H 19.173 -2.047 -12.504  C73 1.090
188 H 7.019 19.327 -10.712  C61 1.090
189 H 8.342 20.353 -10.242  C61 1.090
190 H 24.101 10.080 -22.235  C80 1.090
191 H 12.144 11.521 -0.829  C65 1.090
192 H 24.312 11.214 -23.529  C80 1.090
193 H 15.430 -1.839 -14.162  C53 1.090
194 H 10.029 10.720 -0.011  C59 1.090
195 H 13.287 -2.164 -12.674  C26 1.090
196 H 16.176 12.944 3.108  C99 1.090
197 H 28.028 14.167 -11.681  C86 1.090
198 H 22.435 11.460 -25.310  C32 1.090
199 H 19.724 20.714 -5.215  C29 1.090
200 H 21.195 24.134 -4.707  C57 1.090
201 H 12.946 13.502 -1.941  C55 1.090
202 H 21.957 21.223 -3.324  C42 1.090
203 H 16.073 14.629 -0.853  C52 1.090
204 H 16.788 21.941 -7.150  C77 1.090
205 H 11.264 11.573 -17.760  C91 1.090
206 H 14.758 -2.030 -10.149  C79 1.090
207 H 22.010 7.661 -23.714  C74 1.090
208 H 10.490 -1.807 -12.172  C94 1.090
209 H 14.491 0.045 -10.164  C67 1.090
210 H 10.283 13.257 -0.859  C33 1.090
211 H 9.493 10.709 -15.562  C63 1.090
212 H 8.640 18.739 -10.888  C61 1.090
213 H 20.506 9.999 -23.611  C27 1.090
214 H 16.533 2.264 -10.752  C83 1.090
215 H 14.816 11.719 0.883  C82 1.090
216 H 8.722 11.890 0.441  C59 1.090
217 H 14.624 12.107 3.265  C99 1.090
218 H 30.717 11.894 -16.246  C51 1.090
219 H 7.776 17.735 -8.839  C56 1.090
220 H 14.950 2.456 -11.351  C83 1.090
221 H 5.258 17.110 -8.181  C66 1.090
222 H 12.947 14.430 -0.456  C55 1.090
223 H 5.251 15.103 -4.901  C46 1.090
224 H 18.563 23.782 -7.117  C49 1.090
225 H 12.573 12.042 0.784  C65 1.090
226 H 31.895 13.744 -11.765  C60 1.090
227 H 23.576 13.425 -26.443  C70 1.090
228 H 18.191 20.895 -8.926  C35 1.090
229 H 10.549 13.598 0.824  C33 1.090
230 H 20.018 25.137 -5.437  C57 1.090
231 H 7.896 6.674 -13.980  C48 1.090
232 H 7.653 12.190 -15.903  C100 1.090
233 H 20.793 11.574 -18.948  C64 1.090
234 H 19.975 11.609 -21.804  C30 1.090
235 H 12.259 -2.960 -9.954  C43 1.090
236 H 15.092 0.065 -12.808  C23 1.090
237 H 8.743 17.989 -5.769  C34 1.090
238 H 3.806 15.262 -7.457  C24 1.090
239 H 10.208 9.182 -16.077  C63 1.090
240 H 6.583 10.205 -17.038  C76 1.090
241 H 28.540 14.609 -13.151  C86 1.090
242 H 25.802 12.764 -14.430  C89 1.090
243 H 17.720 21.043 -5.977  C77 1.090
244 H 28.821 12.708 -18.483  C58 1.090
245 H 11.514 10.106 -18.520  C91 1.090
246 H 14.485 10.761 -1.202  C36 1.090
247 H 30.870 15.095 -12.063  C60 1.090
248 H 7.967 18.065 -3.616  C69 1.090
249 H 8.764 11.136 -17.763  C88 1.090
250 H 15.918 13.551 -3.497  C62 1.090
251 H 11.114 -1.017 -10.687  C94 1.090
252 H 16.188 0.082 -9.884  C67 1.090
253 H 14.259 11.819 -2.649  C36 1.090
254 H 20.300 22.213 -4.507  C29 1.090
255 H 22.214 26.458 -4.913  C93 1.090
256 H 22.895 12.587 -21.727  C47 1.090
257 H 17.710 -1.508 -10.681  C39 1.090
258 H 8.904 9.588 -18.440  C88 1.090
259 H 6.229 20.722 -5.843  C96 1.090
260 H 10.069 -2.209 -10.440  C94 1.090
261 H 23.960 13.200 -24.054  C72 1.090
262 H 6.693 7.601 -16.437  C85 1.090
263 H 6.214 16.991 -5.357  C98 1.090
264 H 24.412 13.925 -12.846  C22 1.090
265 H 19.705 13.820 -20.541  C41 1.090
266 H 25.488 12.837 -10.605  C71 1.090
267 H 8.742 19.854 -5.898  C34 1.090
268 H 5.983 19.379 -8.065  C90 1.090

Charge: +5
Multiplicity: 1
F_max (Eh/bohr): 0.1162
E_tot (eV): -145290.2447
Energy relative to the best compared isomer or geometry (same formula, charge and spin) (kJ/mol): 544.0
Frontier orbital gap (eV): 4.87
LUMO (eV): -6.09